DFT (ωB97M-V/def2-TZVPD) results for a cluster of 2 separate species, C5H14 in total.

The LUMO energy is 1.07 eV. The calculation puts the energy above the lowest of the compared OMol25 structures with the same formula, charge and spin at 2.103 eV. As for the SMILES: CCC.CC. As for the HOMO energy: -10.50 eV. The max |F| comes out at 0.093 Eh/bohr.

Each line ends with the Mulliken charge.
CARTESIAN COORDINATES (ANGSTROEM)
C -0.8592 0.0491 2.9242  -0.9688
C -0.1725 -0.8692 1.9752  -0.1890
H -0.9798 -0.3616 4.0319  0.2480
H -0.3135 0.9587 2.9708  0.2852
H -1.8572 0.2469 2.6302  0.3000
H -0.9422 -1.5043 1.4886  0.2395
H 0.9274 -1.2798 2.4076  0.2561
H 0.0590 -0.1820 1.0887  -0.2197
C 0.8156 0.0055 -1.4351  -0.3606
C 0.4998 1.5306 -1.3118  -0.9658
C -0.2207 -0.7869 -2.2252  -1.1415
H 1.7319 -0.0153 -2.2324  0.2464
H 1.3990 -0.3750 -0.6041  0.5611
H 1.2251 2.1133 -1.8909  0.2773
H -1.2894 -0.4424 -1.9748  0.2907
H 0.0199 -0.7860 -3.3760  0.2911
H 0.3801 2.0779 -0.3933  0.3103
H -0.5409 1.8046 -1.7718  0.2344
H -0.1977 -1.8299 -1.9385  0.3053